This record from the OMol25 dataset describes 12 unconnected molecules or ions with the total composition C25H73NO12S11 at a distorted geometry. The level of theory is wB97M-V/def2-TZVPD.

Energy above the lowest of the compared OMol25 structures with the same formula, charge and spin: 0.0 kJ/mol
Max |F|: 2.003 eV/Å
Molecular weight: 932.59 g mol⁻¹

Last column: Löwdin charge in e.
Geometry (Å):
C (-0.128, 5.132, -2.144)  -0.011
C (-0.736, 4.231, -3.176)  -0.559
O (-0.466, 3.039, -3.215)  0.029
N (-1.485, 4.844, -4.125)  0.016
C (-2.210, 4.148, -5.153)  -0.072
H (-0.448, 6.172, -2.137)  0.081
H (0.946, 5.114, -2.364)  0.077
H (-0.145, 4.737, -1.130)  0.066
H (-1.620, 5.836, -4.047)  0.131
H (-2.220, 4.703, -6.088)  0.089
H (-3.227, 3.886, -4.848)  0.064
H (-1.791, 3.173, -5.405)  0.080
C (-1.978, 0.090, -3.617)  -0.227
S (-3.685, -0.464, -4.022)  0.844
O (-4.341, -0.739, -2.695)  -0.574
C (-4.312, 1.154, -4.551)  -0.271
H (-1.375, -0.808, -3.460)  0.041
H (-2.044, 0.655, -2.692)  0.030
H (-1.531, 0.605, -4.464)  0.052
H (-3.899, 1.382, -5.535)  0.049
H (-4.040, 1.955, -3.858)  0.026
H (-5.400, 1.191, -4.586)  0.056
C (1.726, -3.319, -1.795)  -0.267
S (2.504, -2.639, -3.314)  0.839
O (1.325, -2.203, -4.152)  -0.579
C (3.167, -1.146, -2.485)  -0.260
H (0.873, -2.679, -1.611)  0.013
H (2.523, -3.382, -1.058)  0.030
H (1.436, -4.332, -2.066)  0.044
H (3.938, -1.485, -1.793)  0.052
H (2.332, -0.629, -2.015)  0.028
H (3.658, -0.519, -3.228)  0.035
C (3.579, -4.859, 1.827)  -0.244
S (2.608, -4.066, 3.135)  0.763
O (2.909, -4.852, 4.380)  -0.541
C (3.659, -2.603, 3.301)  -0.257
H (3.336, -4.396, 0.872)  0.032
H (3.352, -5.926, 1.821)  0.051
H (4.645, -4.838, 2.059)  0.057
H (4.687, -2.933, 3.456)  0.057
H (3.353, -2.035, 4.178)  0.039
H (3.654, -1.949, 2.426)  0.034
C (0.751, -1.701, 5.799)  -0.249
S (-0.329, -3.041, 5.174)  0.809
O (-1.338, -3.222, 6.245)  -0.549
C (-1.062, -2.106, 3.759)  -0.235
H (1.542, -2.160, 6.391)  0.045
H (0.151, -0.953, 6.310)  0.039
H (1.267, -1.175, 4.987)  0.030
H (-1.584, -1.219, 4.102)  0.018
H (-1.776, -2.803, 3.329)  0.036
H (-0.226, -1.802, 3.139)  0.016
C (1.253, -0.866, 1.062)  -0.267
S (-0.208, -0.628, 0.029)  0.823
O (-1.383, -0.622, 0.945)  -0.533
C (0.096, 1.136, -0.299)  -0.232
H (1.372, -1.853, 1.504)  0.019
H (1.216, -0.090, 1.836)  0.038
H (2.187, -0.636, 0.535)  0.043
H (-0.742, 1.584, -0.830)  0.015
H (1.020, 1.316, -0.843)  0.029
H (0.055, 1.671, 0.655)  0.034
C (5.475, 3.370, -1.227)  -0.269
S (4.672, 3.048, -2.830)  0.849
O (5.188, 1.703, -3.251)  -0.554
C (3.010, 2.783, -2.162)  -0.270
H (5.077, 4.242, -0.711)  0.031
H (6.530, 3.580, -1.431)  0.051
H (5.518, 2.477, -0.602)  0.052
H (2.951, 1.885, -1.543)  0.029
H (2.346, 2.571, -3.003)  0.052
H (2.639, 3.651, -1.620)  0.046
C (3.979, 4.193, 2.050)  -0.245
S (2.872, 2.878, 2.682)  0.852
O (1.639, 2.828, 1.821)  -0.569
C (3.812, 1.463, 2.061)  -0.246
H (3.580, 5.190, 2.218)  0.055
H (4.160, 4.102, 0.976)  0.010
H (4.969, 4.120, 2.507)  0.058
H (4.882, 1.537, 2.245)  0.061
H (3.633, 1.470, 0.984)  0.040
H (3.326, 0.582, 2.473)  0.022
C (-3.730, 4.692, -1.276)  -0.240
S (-2.726, 3.755, -0.082)  0.804
O (-3.077, 4.251, 1.283)  -0.542
C (-3.606, 2.176, -0.289)  -0.229
H (-4.716, 4.786, -0.816)  0.060
H (-3.837, 4.156, -2.217)  0.037
H (-3.285, 5.675, -1.400)  0.046
H (-3.321, 1.407, 0.426)  0.035
H (-3.672, 1.869, -1.330)  0.031
H (-4.630, 2.428, 0.018)  0.068
C (-3.191, -2.700, -0.780)  -0.288
S (-4.353, -3.827, -1.581)  0.866
O (-4.432, -4.941, -0.552)  -0.589
C (-3.178, -4.447, -2.839)  -0.237
H (-2.347, -3.176, -0.286)  0.021
H (-3.686, -2.211, 0.062)  0.063
H (-2.867, -1.919, -1.460)  0.009
H (-3.740, -5.165, -3.430)  0.045
H (-2.332, -4.903, -2.329)  0.046
H (-2.799, -3.618, -3.437)  0.040
C (-0.917, 3.291, 3.939)  -0.250
S (-0.931, 1.464, 3.930)  0.813
O (-1.093, 0.969, 5.336)  -0.555
C (-2.631, 1.339, 3.259)  -0.231
H (-1.359, 3.736, 3.047)  0.030
H (0.093, 3.690, 4.044)  0.025
H (-1.460, 3.660, 4.813)  0.061
H (-2.854, 0.284, 3.129)  0.036
H (-2.757, 1.907, 2.340)  0.007
H (-3.309, 1.745, 4.011)  0.068
C (0.082, -6.761, 0.475)  -0.239
S (-0.259, -5.231, 1.399)  0.813
O (0.141, -4.111, 0.476)  -0.585
C (-2.069, -5.207, 1.304)  -0.247
H (1.141, -6.998, 0.569)  0.036
H (-0.164, -6.591, -0.574)  0.054
H (-0.475, -7.624, 0.841)  0.058
H (-2.434, -4.249, 1.663)  0.040
H (-2.486, -5.983, 1.948)  0.068
H (-2.383, -5.368, 0.278)  0.024

***

This record from the OMol25 dataset describes a molecular structure, C13H33BINbO17PS4 at a distorted geometry. The level of theory is wB97M-V/def2-TZVPD.

Total charge: -1
E: -4107.6068 hartree
Max |F|: 3.335 eV/Å
Molecular weight: 851.25 g mol⁻¹

Last column: Löwdin charge in e.
Geometry (Å):
C (-0.122, 1.320, -1.075)  -0.119
C (0.559, 0.064, -1.687)  -0.225
B (1.896, 0.614, -2.382)  -0.709
O (2.864, 1.119, -1.499)  -0.084
Nb (2.379, 0.588, -4.653)  0.536
I (5.174, 0.277, -4.233)  -0.134
P (2.075, -1.935, -4.852)  0.625
C (0.332, -2.189, -5.508)  -0.418
C (2.046, -2.886, -3.242)  -0.501
C (2.928, -4.169, -3.393)  -0.205
H (-0.936, 1.076, -0.379)  0.051
H (-0.445, 2.004, -1.872)  0.056
H (0.672, 1.829, -0.511)  0.060
H (0.827, -0.598, -0.848)  0.095
H (-0.101, -0.445, -2.397)  0.067
H (2.807, 2.081, -1.444)  0.086
H (2.545, 0.892, -6.483)  -0.163
H (2.586, 2.391, -4.413)  -0.148
H (0.595, 0.828, -4.927)  -0.126
H (0.180, -3.279, -5.563)  0.009
H (-0.409, -1.755, -4.833)  0.002
H (0.240, -1.795, -6.523)  0.008
H (1.012, -3.190, -3.047)  0.062
H (2.456, -2.342, -2.389)  0.049
H (3.976, -3.942, -3.169)  0.059
H (2.906, -4.490, -4.443)  0.034
H (2.549, -4.993, -2.776)  0.052
C (-2.758, 0.024, 3.867)  -0.165
C (-3.268, 1.135, 2.972)  -0.166
O (-2.854, 0.758, 1.656)  -0.190
S (-2.855, -0.847, 1.542)  0.603
O (-4.074, -1.256, 0.939)  -0.220
O (-1.591, -1.260, 1.060)  -0.200
O (-2.942, -1.174, 3.112)  -0.252
H (-1.691, 0.136, 4.075)  0.138
H (-3.305, -0.034, 4.805)  0.135
H (-2.861, 2.108, 3.235)  0.130
H (-4.360, 1.184, 2.984)  0.133
C (-1.917, 4.971, -1.728)  -0.147
C (-3.380, 4.735, -2.020)  -0.157
O (-3.966, 4.514, -0.729)  -0.187
S (-3.189, 5.383, 0.368)  0.594
O (-3.912, 6.582, 0.604)  -0.227
O (-2.804, 4.520, 1.425)  -0.226
O (-1.900, 5.737, -0.512)  -0.184
H (-1.390, 4.033, -1.547)  0.117
H (-1.419, 5.516, -2.526)  0.140
H (-3.545, 3.878, -2.667)  0.140
H (-3.848, 5.619, -2.461)  0.131
C (4.455, 2.298, 3.689)  -0.185
C (3.974, 3.421, 2.792)  -0.179
O (4.384, 3.036, 1.481)  -0.187
S (4.340, 1.427, 1.347)  0.628
O (3.124, 1.058, 0.733)  -0.204
O (5.600, 0.988, 0.875)  -0.202
O (4.242, 1.108, 2.936)  -0.191
H (5.525, 2.389, 3.897)  0.130
H (3.907, 2.253, 4.628)  0.130
H (4.408, 4.382, 3.057)  0.131
H (2.884, 3.499, 2.801)  0.132
C (-2.894, -6.126, 3.250)  -0.168
C (-2.304, -6.139, 4.644)  -0.177
O (-1.218, -5.213, 4.584)  -0.188
S (-1.577, -4.030, 3.544)  0.619
O (-2.080, -2.917, 4.261)  -0.214
O (-0.514, -3.914, 2.621)  -0.189
O (-2.818, -4.762, 2.833)  -0.177
H (-2.299, -6.729, 2.560)  0.135
H (-3.926, -6.469, 3.231)  0.134
H (-1.949, -7.123, 4.940)  0.133
H (-3.023, -5.774, 5.383)  0.131

***

This record from the OMol25 dataset describes a molecular structure, Ca3I at a distorted geometry. The level of theory is wB97M-V/def2-TZVPD.

Multiplicity: 2
Total charge: +6
E: -2326.9708 hartree
⟨S²⟩: 0.752
Max |F|: 5.660 eV/Å
Molecular weight: 247.14 g mol⁻¹

Last column: Löwdin spin population.
Geometry (Å):
Ca (2.549, -0.272, -1.553)  0.025
Ca (-1.341, -1.995, 0.769)  0.018
Ca (-1.770, 1.960, 0.206)  0.027
I (0.562, 0.307, 0.577)  0.930

***

This record from the OMol25 dataset describes a molecular structure, C25H20Br2CuN4O3Se. The level of theory is wB97M-V/def2-TZVPD.

Multiplicity: 2
Energy above the lowest of the compared OMol25 structures with the same formula, charge and spin: 0.0 kJ/mol
⟨S²⟩: 0.752
Max |F|: 0.217 eV/Å
Molecular weight: 726.77 g mol⁻¹

Last column: Löwdin spin population.
Geometry (Å):
Cu (0.594, -1.065, -0.446)  0.740
C (-2.626, -0.468, -1.528)  0.000
C (-1.783, -1.263, -2.473)  0.002
C (-2.307, -1.689, -3.715)  0.002
C (-1.526, -2.381, -4.590)  -0.001
C (-0.187, -2.679, -4.255)  0.001
C (0.722, -3.401, -5.066)  -0.001
Br (0.184, -4.047, -6.765)  0.000
C (1.993, -3.645, -4.631)  0.001
C (2.422, -3.184, -3.377)  0.002
Br (4.187, -3.556, -2.820)  0.001
C (1.597, -2.460, -2.534)  0.007
O (1.950, -2.009, -1.370)  0.076
C (0.265, -2.223, -3.005)  0.003
N (-0.538, -1.530, -2.143)  0.038
H (-3.686, -0.632, -1.713)  0.000
H (-2.410, 0.591, -1.677)  0.000
H (-2.387, -0.699, -0.492)  0.000
H (-3.336, -1.455, -3.954)  0.000
H (-1.920, -2.713, -5.541)  0.000
H (2.683, -4.199, -5.252)  0.000
C (-1.724, 5.879, 3.348)  0.000
C (-1.310, 4.689, 2.525)  0.001
C (-1.511, 4.659, 1.153)  0.000
C (-1.135, 3.567, 0.378)  0.001
C (-1.363, 3.623, -1.110)  0.000
C (-0.564, 2.456, 1.007)  0.002
C (-0.342, 2.467, 2.392)  0.001
C (0.318, 1.321, 3.116)  0.000
C (-0.713, 3.588, 3.123)  0.000
C (-0.125, 1.267, 0.203)  0.006
O (0.520, 1.381, -0.844)  0.007
O (-0.418, 0.102, 0.684)  0.063
H (-1.999, 6.721, 2.714)  0.000
H (-0.917, 6.199, 4.008)  0.000
H (-2.585, 5.639, 3.976)  0.000
H (-1.962, 5.516, 0.665)  0.000
H (-1.770, 4.593, -1.391)  0.000
H (-2.079, 2.862, -1.425)  0.000
H (-0.439, 3.448, -1.658)  0.000
H (1.206, 0.970, 2.589)  0.000
H (-0.358, 0.469, 3.196)  0.000
H (0.606, 1.631, 4.120)  0.000
H (-0.524, 3.601, 4.191)  0.000
Se (4.296, -0.296, 2.422)  0.000
N (4.062, -1.744, 3.413)  -0.001
C (2.963, -2.320, 2.963)  0.001
C (2.372, -3.511, 3.481)  -0.002
C (1.234, -3.951, 2.896)  0.002
C (0.667, -3.238, 1.789)  0.002
N (1.176, -2.161, 1.278)  0.043
C (2.323, -1.672, 1.851)  0.001
N (2.878, -0.565, 1.410)  0.003
H (2.832, -4.025, 4.314)  0.000
H (0.735, -4.845, 3.243)  0.000
H (-0.241, -3.612, 1.329)  0.000